[1]
Entry from the OMol25 dataset: 10 unconnected molecules or ions with the total composition C85H182N10O10 in a non-equilibrium geometry (ωB97M-V/def2-TZVPD).

Output
SMILES = CC1(C)CCCC(C)(C)N1O.CC1(C)CCCC(C)(C)N1O.CC1(C)CCCC(C)(C)N1O.CC1(C)CCCC(C)(C)N1O.CC1(C)CCCC(C)(C)N1O.CC1(C)CCCC(C)(C)N1O.CC1(C)CCCC(C)(C)N1O.CC1(C)CCCC(C)(C)N1O.CC1(C)CCCC(C)(C)N1O.COC[C@H](C)N
strongest force on any atom = 4.197 eV Å⁻¹
gap between HOMO and LUMO = 8.73 eV
lowest unoccupied orbital energy = 0.534 eV
calculated total energy = -126459.4671 eV

Structure (XYZ):
```
287
C85H182N10O10, DFT ωB97M-V/def2-TZVPD
C -5.583 4.359 3.223
C -4.121 4.175 2.753
C -4.152 3.434 1.419
C -3.412 5.502 2.493
C -2.964 6.137 3.780
C -2.035 5.187 4.583
C -2.772 3.918 4.955
C -1.681 2.968 5.470
C -3.755 4.186 6.099
N -3.355 3.393 3.735
O -4.043 2.208 4.060
H -6.073 4.929 2.491
H -5.949 3.366 3.369
H -5.728 4.888 4.117
H -3.235 2.972 1.053
H -4.860 2.578 1.483
H -4.644 4.180 0.735
H -2.507 5.357 1.837
H -4.117 6.107 1.948
H -2.499 7.122 3.543
H -3.805 6.415 4.383
H -1.641 5.650 5.485
H -1.226 4.964 3.916
H -2.014 1.937 5.695
H -1.328 3.263 6.437
H -0.783 2.975 4.852
H -4.104 3.248 6.478
H -4.609 4.743 5.764
H -3.208 4.763 6.872
H -4.758 2.521 4.699
C -5.257 1.279 -3.954
C -4.828 1.630 -2.557
C -4.011 2.954 -2.752
C -6.049 1.892 -1.684
C -6.839 0.624 -1.271
C -5.853 -0.281 -0.529
C -4.641 -0.618 -1.416
C -3.661 -1.305 -0.519
C -5.031 -1.479 -2.566
N -3.971 0.671 -1.860
O -2.980 0.291 -2.847
H -4.444 0.825 -4.603
H -5.956 0.438 -3.981
H -5.691 2.126 -4.463
H -4.620 3.712 -3.275
H -3.580 3.353 -1.786
H -3.139 2.703 -3.398
H -5.765 2.405 -0.756
H -6.589 2.664 -2.205
H -7.743 0.844 -0.627
H -7.158 -0.019 -2.133
H -6.349 -1.176 -0.157
H -5.441 0.354 0.280
H -4.179 -1.996 0.173
H -3.082 -0.578 0.104
H -2.961 -1.946 -1.036
H -5.121 -2.502 -2.231
H -4.218 -1.448 -3.305
H -5.919 -1.137 -3.040
H -2.089 0.394 -2.438
C -1.668 7.969 -2.339
C -0.589 6.861 -2.435
C -1.336 5.503 -2.627
C 0.515 6.977 -3.496
C 1.513 8.069 -3.215
C 2.306 7.807 -1.952
C 1.316 7.638 -0.756
C 2.053 6.909 0.389
C 0.802 9.016 -0.241
N 0.277 6.658 -1.164
O -0.680 6.569 -0.043
H -2.544 7.821 -2.951
H -2.064 7.947 -1.317
H -1.213 8.928 -2.504
H -2.077 5.402 -1.803
H -1.853 5.489 -3.569
H -0.677 4.618 -2.624
H 1.062 6.013 -3.444
H 0.127 6.974 -4.516
H 2.179 8.243 -4.074
H 1.003 9.042 -3.124
H 3.030 8.528 -1.661
H 2.923 6.915 -1.931
H 1.436 6.769 1.261
H 2.855 7.518 0.807
H 2.507 5.957 0.096
H 0.027 8.926 0.531
H 0.488 9.685 -1.089
H 1.661 9.510 0.201
H -0.499 5.673 0.274
C 4.998 2.263 -3.185
C 5.549 0.847 -3.335
C 4.704 0.104 -4.375
C 6.979 0.873 -3.788
C 7.977 1.477 -2.787
C 7.882 0.683 -1.499
C 6.409 0.471 -0.984
C 6.455 -0.660 0.011
C 5.891 1.693 -0.262
N 5.543 0.058 -2.131
O 4.179 -0.012 -1.617
H 5.576 2.929 -2.562
H 4.862 2.688 -4.167
H 4.030 2.174 -2.765
H 3.615 0.095 -4.252
H 4.910 0.548 -5.380
H 5.017 -0.986 -4.398
H 7.227 -0.101 -4.157
H 6.855 1.556 -4.662
H 9.026 1.542 -3.114
H 7.766 2.545 -2.726
H 8.585 1.199 -0.869
H 8.317 -0.311 -1.718
H 7.198 -0.377 0.784
H 6.817 -1.514 -0.465
H 5.585 -0.942 0.544
H 5.729 2.533 -0.934
H 6.551 2.114 0.542
H 4.953 1.462 0.279
H 3.626 -0.699 -2.067
C 1.409 1.682 -5.675
C 0.097 1.459 -4.778
C -0.077 2.651 -3.906
C -1.067 1.359 -5.729
C -1.212 -0.024 -6.410
C -1.214 -1.076 -5.398
C 0.000 -1.178 -4.467
C -0.394 -1.989 -3.230
C 1.265 -1.720 -5.218
N 0.140 0.189 -3.894
O 1.382 0.148 -3.237
H 1.414 2.633 -6.174
H 2.279 1.554 -5.018
H 1.531 0.961 -6.531
H 0.699 2.576 -3.124
H 0.019 3.598 -4.365
H -1.003 2.632 -3.363
H -1.972 1.620 -5.123
H -0.943 2.196 -6.545
H -2.088 -0.018 -7.016
H -0.283 -0.217 -6.994
H -1.322 -2.052 -5.936
H -2.085 -1.134 -4.761
H -1.253 -1.675 -2.635
H 0.409 -1.887 -2.484
H -0.546 -3.062 -3.541
H 1.062 -2.554 -5.876
H 1.986 -2.005 -4.430
H 1.859 -0.978 -5.719
H 1.216 0.396 -2.323
C 1.368 -6.178 3.503
C 0.104 -6.677 4.260
C 0.130 -8.218 4.201
C 0.005 -6.139 5.642
C -0.110 -4.654 5.636
C -1.382 -4.257 4.932
C -1.379 -4.788 3.439
C -2.778 -4.683 2.805
C -0.403 -4.007 2.568
N -1.197 -6.311 3.541
O -1.028 -6.743 2.143
H 1.094 -6.576 2.520
H 1.492 -5.130 3.467
H 2.280 -6.538 3.953
H -0.743 -8.629 4.728
H 0.147 -8.373 3.158
H 1.038 -8.670 4.660
H -0.928 -6.577 6.131
H 0.857 -6.585 6.241
H -0.110 -4.324 6.697
H 0.786 -4.183 5.208
H -1.438 -3.168 5.013
H -2.248 -4.762 5.492
H -2.651 -4.895 1.730
H -3.196 -3.695 2.938
H -3.412 -5.402 3.310
H -0.807 -3.019 2.644
H -0.355 -4.401 1.551
H 0.596 -3.884 2.982
H -1.746 -7.418 2.036
C 1.866 -0.180 7.650
C 2.494 0.894 6.838
C 1.364 1.627 6.148
C 3.313 1.809 7.745
C 4.287 2.707 7.044
C 5.232 1.893 6.127
C 4.530 1.011 5.172
C 3.960 1.861 3.966
C 5.417 -0.078 4.572
N 3.444 0.214 5.918
O 2.663 -0.405 4.974
H 1.311 -0.817 6.967
H 2.558 -0.666 8.275
H 1.113 0.257 8.296
H 1.640 2.330 5.364
H 0.707 0.901 5.665
H 0.748 2.218 6.821
H 2.537 2.440 8.345
H 3.785 1.188 8.556
H 3.679 3.414 6.409
H 4.796 3.405 7.762
H 5.972 1.315 6.664
H 5.796 2.537 5.505
H 3.060 1.428 3.473
H 4.783 1.822 3.192
H 3.819 2.920 4.169
H 6.229 0.243 3.935
H 4.713 -0.591 3.958
H 5.913 -0.665 5.320
H 2.850 -1.357 5.008
C -0.802 1.857 -0.321
C 0.290 1.968 0.712
C 1.091 3.246 0.322
C -0.311 2.092 2.121
C -0.904 0.804 2.556
C 0.219 -0.203 2.744
C 1.017 -0.428 1.422
C 2.424 -1.006 1.634
C 0.118 -1.289 0.507
N 1.324 0.891 0.784
O 1.724 0.680 -0.572
H -1.685 1.255 -0.005
H -1.114 2.806 -0.692
H -0.347 1.304 -1.186
H 2.057 3.299 0.836
H 1.130 3.223 -0.764
H 0.530 4.135 0.673
H 0.478 2.443 2.819
H -1.102 2.869 2.083
H -1.367 0.987 3.536
H -1.649 0.539 1.815
H -0.125 -1.187 3.062
H 0.758 0.084 3.617
H 3.070 -0.798 0.748
H 2.396 -2.127 1.790
H 2.949 -0.553 2.518
H 0.518 -1.401 -0.443
H -0.804 -0.744 0.396
H -0.170 -2.279 0.898
H 2.703 0.706 -0.660
C -1.023 -6.467 -4.361
C -2.379 -6.201 -5.007
C -2.086 -5.279 -6.155
C -3.072 -7.517 -5.482
C -3.733 -8.368 -4.334
C -4.599 -7.433 -3.502
C -3.906 -6.163 -2.899
C -4.950 -5.199 -2.413
C -2.852 -6.356 -1.815
N -3.417 -5.531 -4.156
O -2.840 -4.283 -3.725
H -1.035 -7.248 -3.614
H -0.373 -6.787 -5.144
H -0.708 -5.561 -3.909
H -1.328 -4.517 -5.735
H -1.576 -5.864 -6.951
H -2.899 -4.668 -6.595
H -3.812 -7.186 -6.209
H -2.328 -8.089 -6.049
H -4.327 -9.165 -4.684
H -3.020 -8.774 -3.615
H -5.102 -7.872 -2.650
H -5.454 -6.958 -4.072
H -4.502 -4.391 -1.809
H -5.675 -5.771 -1.832
H -5.472 -4.788 -3.274
H -3.297 -6.433 -0.764
H -2.263 -5.455 -1.754
H -2.309 -7.286 -1.938
H -3.490 -3.632 -3.788
C 4.698 -4.379 0.676
O 3.720 -4.554 -0.357
C 2.441 -4.793 0.199
C 1.591 -5.364 -0.960
C 1.914 -6.906 -1.306
N 1.708 -4.544 -2.156
H 4.642 -5.167 1.402
H 4.551 -3.443 1.300
H 5.675 -4.391 0.297
H 2.481 -5.499 1.052
H 2.134 -3.861 0.631
H 0.534 -5.143 -0.591
H 1.823 -7.624 -0.437
H 2.964 -6.824 -1.524
H 1.316 -7.254 -2.076
H 2.649 -4.470 -2.556
H 1.140 -4.894 -2.912
```

***

[2]
Entry from the OMol25 dataset: 6 unconnected molecules or ions with the total composition C47H83F10N2O24P5S in a non-equilibrium geometry (ωB97M-V/def2-TZVPD).

Output
SMILES = CCC[C@@H](C)CO[C@](Cc1cccc(C)c1)([C@H](S)N(CCOCC(F)(F)C(F)(F)C(F)(F)C(F)F)Cc1ccccc1)N(C(=O)F)C(=O)F.COP(=O)(OC)OC.COP(=O)(OC)OC.COP(=O)(OC)OC.COP(=O)(OC)OC.COP(=O)(OC)OC
strongest force on any atom = 10.396 eV Å⁻¹
gap between HOMO and LUMO = 5.48 eV
lowest unoccupied orbital energy = -2.797 eV
calculated total energy = -186614.8096 eV

Structure (XYZ):
```
172
C47H83F10N2O24P5S, DFT ωB97M-V/def2-TZVPD
C -5.258 -5.363 -4.435
C -5.264 -4.693 -2.924
C -3.745 -4.273 -2.394
C -3.282 -2.928 -3.211
C -3.997 -1.569 -2.550
C -1.634 -2.651 -3.147
O -1.323 -1.775 -4.263
C 0.151 -1.534 -4.424
C 0.123 -0.403 -5.678
C -1.430 0.146 -5.959
C -2.101 1.458 -5.237
C -3.650 1.991 -5.509
C -4.623 1.194 -6.561
C -3.966 -0.102 -7.348
C -4.987 -0.868 -8.428
C -2.406 -0.634 -7.071
C 0.844 -2.831 -5.103
S -0.484 -3.520 -6.302
N 1.495 -3.855 -4.245
C 3.014 -3.572 -4.211
C 3.680 -3.936 -2.720
O 4.495 -2.840 -2.167
C 4.674 -3.141 -0.725
C 5.365 -1.911 0.132
F 6.107 -1.018 -0.819
F 4.220 -1.191 0.799
C 6.340 -2.588 1.265
F 7.657 -2.846 0.581
F 5.852 -3.891 1.799
C 6.672 -1.635 2.556
F 8.129 -1.852 2.880
F 6.524 -0.179 2.318
C 5.863 -2.080 3.943
F 4.403 -2.238 3.752
F 6.498 -3.280 4.605
C 1.416 -5.277 -4.718
C 0.115 -6.132 -4.103
C -1.010 -6.846 -5.106
C -2.249 -7.723 -4.451
C -2.303 -7.840 -2.800
C -1.211 -7.151 -1.784
C 0.032 -6.263 -2.462
N 0.810 -0.789 -3.348
C 1.378 -1.453 -2.165
O 2.371 -0.770 -1.520
F 1.018 -2.727 -1.499
C 0.025 0.400 -2.818
O -1.106 0.358 -2.114
F 0.647 1.752 -3.078
H -5.396 -6.543 -4.335
H -4.248 -5.135 -5.017
H -6.156 -4.917 -5.083
H -5.851 -5.321 -2.127
H -5.850 -3.658 -3.019
H -2.978 -5.141 -2.566
H -3.826 -4.024 -1.238
H -3.673 -2.955 -4.338
H -3.737 -0.675 -3.296
H -3.540 -1.301 -1.498
H -5.168 -1.634 -2.528
H -1.098 -3.684 -3.262
H -1.429 -2.231 -2.076
H 0.877 0.495 -5.454
H 0.475 -0.850 -6.697
H -1.477 2.097 -4.463
H -4.034 2.947 -4.908
H -5.719 1.583 -6.697
H -4.759 -2.010 -8.540
H -6.114 -0.615 -8.203
H -4.745 -0.353 -9.478
H -2.074 -1.561 -7.702
H 1.688 -2.433 -5.850
H -1.525 -4.123 -5.538
H 3.247 -2.408 -4.340
H 3.592 -4.158 -5.051
H 4.447 -4.820 -2.957
H 2.898 -4.394 -1.974
H 3.661 -3.394 -0.168
H 5.318 -4.145 -0.692
H 5.999 -1.199 4.737
H 2.349 -5.843 -4.226
H 1.568 -5.448 -5.873
H -0.885 -6.744 -6.283
H -3.037 -8.266 -5.142
H -3.194 -8.466 -2.330
H -1.284 -7.293 -0.608
H 0.855 -5.778 -1.766
C 6.213 2.562 3.426
O 6.249 2.988 4.777
P 7.384 4.260 5.070
O 7.205 4.069 6.580
O 6.305 5.381 4.524
C 4.989 5.392 5.044
O 8.520 5.531 5.364
C 9.837 5.066 5.586
H 5.410 1.829 3.312
H 6.024 3.404 2.761
H 7.167 2.090 3.168
H 4.913 4.890 6.012
H 4.323 4.897 4.327
H 4.666 6.429 5.158
H 10.171 4.472 4.730
H 9.879 4.461 6.498
H 10.501 5.928 5.700
C -6.226 -7.491 3.717
O -5.816 -7.029 2.443
P -4.975 -5.518 2.493
O -5.079 -5.411 0.968
O -3.572 -6.287 2.898
C -3.131 -7.386 2.122
O -4.133 -4.007 2.543
C -4.994 -2.886 2.558
H -6.662 -8.487 3.605
H -5.375 -7.551 4.397
H -6.983 -6.813 4.126
H -3.571 -7.399 1.121
H -3.395 -8.313 2.645
H -2.045 -7.336 2.030
H -5.674 -2.951 3.412
H -5.569 -2.835 1.628
H -4.390 -1.979 2.653
C -6.115 1.799 4.341
O -6.897 0.757 3.785
P -8.514 0.705 4.398
O -8.717 -0.664 3.739
O -8.973 1.894 3.351
C -8.669 1.766 1.974
O -10.131 0.652 5.010
C -10.246 -0.054 6.229
H -5.146 1.818 3.835
H -6.605 2.763 4.206
H -5.957 1.607 5.408
H -8.475 0.732 1.679
H -7.786 2.378 1.751
H -9.511 2.147 1.393
H -9.588 0.392 6.981
H -9.986 -1.108 6.085
H -11.280 0.012 6.579
C 10.939 12.165 4.749
O 11.320 10.819 4.975
P 10.715 9.720 3.784
O 11.141 8.538 4.661
O 11.946 10.119 2.759
C 13.281 10.084 3.227
O 10.110 8.621 2.592
C 8.792 8.181 2.853
H 11.437 12.798 5.488
H 11.232 12.486 3.749
H 9.854 12.261 4.868
H 13.401 9.457 4.115
H 13.597 11.108 3.463
H 13.921 9.697 2.432
H 8.121 9.042 2.926
H 8.760 7.604 3.783
H 8.463 7.544 2.027
C -6.165 6.011 -0.126
O -5.690 5.347 1.031
P -4.212 4.485 0.774
O -4.377 3.800 2.136
O -3.343 5.875 0.958
C -3.568 6.692 2.092
O -2.734 3.623 0.518
C -2.925 2.329 -0.018
H -7.044 6.602 0.146
H -5.401 6.675 -0.530
H -6.452 5.270 -0.880
H -4.039 6.150 2.916
H -4.209 7.532 1.798
H -2.610 7.090 2.432
H -3.475 2.395 -0.962
H -3.476 1.700 0.689
H -1.947 1.878 -0.209
```

***

Q: The highest strongest force on any atom belongs to which entry?
A: C47H83F10N2O24P5S

***

Q: Look up the lowest unoccupied orbital energy of the second one.
A: -2.797 eV

***

Q: What is the strongest force on any atom in the second record?
A: 10.396 eV Å⁻¹